No. 1
ORCA calculation (ωB97M-V/def2-TZVPD) on C14H7EuF13O2 as an isolated structure in a non-equilibrium geometry.

The calculation puts the frontier orbital gap (spin up / spin down) at 7.17 / 5.73 eV. The charge is +3. Its spin multiplicity is 7. The calculation puts the largest force on an atom at 13.91 eV Å⁻¹. The calculation puts the LUMO energy (spin up / spin down) at -11.45 / -12.89 eV. For the highest occupied orbital energy (spin up / spin down), the calculation gives -18.6 / -18.6 eV. As for the electronic energy: -2695.1620 hartree.

Positions of all 37 atoms, in Å:
1 O 1.391 5.139 -1.283
2 C 0.710 4.287 -1.887
3 C 0.274 4.446 -3.433
4 C -0.916 3.791 -3.966
5 C -1.773 2.881 -2.942
6 O -2.980 2.635 -3.099
7 C -0.938 2.261 -1.713
8 C -1.348 0.851 -1.016
9 C -0.313 -0.237 -1.663
10 C -0.691 -1.744 -1.401
11 F -2.128 -1.815 -1.355
12 F -0.337 -2.475 -2.586
13 C -0.119 -2.525 -0.134
14 F 0.585 -3.662 -0.654
15 F -1.248 -3.091 0.548
16 C 0.906 -1.798 0.843
17 F 2.080 -1.539 0.059
18 F 0.501 -0.529 1.346
19 C 1.415 -2.675 2.094
20 F 2.834 -2.839 1.981
21 F 0.911 -3.993 2.132
22 C 1.188 -2.059 3.558
23 F 1.761 -3.041 4.486
24 F 1.992 -0.820 3.818
25 C -0.345 -1.857 4.040
26 F -0.375 -2.195 5.469
27 F -1.278 -2.676 3.433
28 F -0.844 -0.497 3.962
29 C 0.240 2.913 -1.196
30 H 0.905 5.091 -4.148
31 H -1.276 3.880 -5.047
32 H -2.428 0.667 -1.327
33 H -1.246 0.945 0.113
34 H 0.730 0.105 -1.367
35 H -0.392 -0.056 -2.802
36 H 0.804 2.410 -0.347
37 Eu 1.747 -0.181 5.483

***

No. 2
ORCA calculation (ωB97M-V/def2-TZVPD) on C14H8ClO4PtS as an isolated structure in a non-equilibrium geometry.

The calculation puts the frontier orbital gap at 6.84 eV. The charge is -1. The calculation puts the largest force on an atom at 1.06 eV Å⁻¹. The calculation puts the LUMO energy at 2.59 eV. For the highest occupied orbital energy, the calculation gives -4.3 eV. As for the electronic energy: -1817.0239 hartree.

Positions of all 29 atoms, in Å:
1 Pt -0.222 -0.139 -0.472
2 O -1.400 0.709 -3.481
3 C -0.637 1.211 -2.693
4 O 0.458 0.631 -2.158
5 C -0.826 2.631 -2.270
6 C -0.674 3.662 -3.191
7 C -0.834 4.984 -2.806
8 C -1.153 5.269 -1.480
9 C -1.298 4.242 -0.560
10 C -1.138 2.909 -0.945
11 S -1.332 1.622 0.252
12 H -0.443 3.412 -4.219
13 H -0.715 5.782 -3.528
14 H -1.276 6.297 -1.159
15 H -1.528 4.473 0.474
16 Cl 1.357 -6.278 3.750
17 C 1.352 -4.758 2.867
18 C 2.570 -4.050 2.694
19 C 2.602 -2.875 2.010
20 C 1.411 -2.294 1.428
21 O 1.457 -1.206 0.805
22 C 0.197 -3.023 1.647
23 C -1.083 -2.577 1.196
24 O -1.411 -1.530 0.614
25 C 0.204 -4.252 2.354
26 H 3.479 -4.460 3.118
27 H 3.526 -2.329 1.875
28 H -1.908 -3.280 1.387
29 H -0.732 -4.783 2.490

***

No. 3
ORCA calculation (ωB97M-V/def2-TZVPD) on C14H8CrF5I2NO4S4Te as an isolated structure in a non-equilibrium geometry.

The calculation puts the frontier orbital gap (spin up / spin down) at 6.35 / 6.45 eV. The charge is -1. Its spin multiplicity is 4. The calculation puts the largest force on an atom at 1.06 eV Å⁻¹. The calculation puts the LUMO energy (spin up / spin down) at 1.52 / 1.53 eV. For the highest occupied orbital energy (spin up / spin down), the calculation gives -4.8 / -4.9 eV. As for the electronic energy: -4894.2156 hartree.

Positions of all 40 atoms, in Å:
1 Cr 0.638 -0.175 0.979
2 O -3.605 0.926 6.247
3 C -2.877 0.652 5.329
4 S -3.434 0.293 3.693
5 C -1.847 0.048 2.995
6 C -0.780 0.171 3.798
7 S 0.865 -0.141 3.337
8 S -1.109 0.588 5.464
9 S -1.749 -0.442 1.314
10 I 0.376 2.657 1.185
11 C 1.845 3.616 2.375
12 I 3.559 2.581 2.987
13 H 1.300 3.951 3.248
14 H 2.159 4.452 1.764
15 O 4.305 -0.248 -0.507
16 C 3.115 -0.148 -0.285
17 O 2.553 0.060 0.855
18 C 2.138 -0.196 -1.452
19 C 2.608 -0.457 -2.754
20 C 1.726 -0.382 -3.784
21 C 0.388 0.002 -3.536
22 C -0.553 0.171 -4.580
23 C -1.822 0.586 -4.307
24 C -2.204 0.853 -2.973
25 C -1.324 0.683 -1.945
26 C -0.008 0.242 -2.205
27 N 0.886 0.088 -1.174
28 H 3.653 -0.701 -2.872
29 H 2.035 -0.589 -4.801
30 H -0.241 -0.030 -5.598
31 H -2.539 0.715 -5.107
32 H -3.213 1.183 -2.762
33 H -1.627 0.861 -0.924
34 F -0.406 -4.103 -0.530
35 Te -0.756 -2.956 0.942
36 F -2.513 -3.571 0.831
37 F -0.051 -4.519 1.741
38 F -1.222 -1.908 -0.653
39 F -1.165 -2.739 2.787
40 O 0.896 -2.074 0.878

***

No. 4
ORCA calculation (ωB97M-V/def2-TZVPD) on a 2-piece molecular cluster, C14H8F3NS overall in a non-equilibrium geometry.

The calculation puts the frontier orbital gap at 4.32 eV. The calculation puts the largest force on an atom at 4.15 eV Å⁻¹. The calculation puts the LUMO energy at -3.43 eV. For the highest occupied orbital energy, the calculation gives -7.8 eV. As for the electronic energy: -1290.7174 hartree.

Positions of all 27 atoms, in Å:
1 S 1.111 -3.285 0.656
2 C 2.717 -3.184 0.918
3 N 3.881 -3.081 1.140
4 F -2.888 1.925 -3.011
5 C -2.288 0.748 -2.610
6 C -2.663 -0.430 -3.258
7 C -2.050 -1.605 -2.811
8 F -2.355 -2.784 -3.455
9 C -1.149 -1.627 -1.768
10 C -0.776 -0.419 -1.090
11 C 0.164 -0.533 -0.034
12 C 0.492 0.401 0.985
13 C 1.438 -0.010 1.978
14 C 1.983 0.860 2.901
15 C 1.597 2.211 2.917
16 C 0.612 2.606 2.011
17 F 0.236 3.933 2.012
18 C -0.006 1.741 1.115
19 C -1.347 0.799 -1.590
20 H -3.371 -0.432 -4.077
21 H -0.697 -2.557 -1.422
22 H 0.759 -1.484 -0.032
23 H 1.724 -1.064 1.964
24 H 2.716 0.496 3.623
25 H 2.042 2.922 3.609
26 H -0.849 2.091 0.528
27 H -1.032 1.762 -1.201

***

No. 5
ORCA calculation (ωB97M-V/def2-TZVPD) on C14H8N5OsS3 as an isolated structure.

The calculation puts the frontier orbital gap at 6.40 eV. The charge is +1. The calculation puts the largest force on an atom at 0.29 eV Å⁻¹. The calculation puts the LUMO energy at -5.61 eV. For the highest occupied orbital energy, the calculation gives -12.0 eV. As for the electronic energy: -2097.0835 hartree.

Positions of all 31 atoms, in Å:
1 Os 1.232 -0.504 -0.631
2 S 1.384 1.380 0.472
3 C -0.075 2.239 0.038
4 C -0.194 3.607 0.297
5 C -1.380 4.248 0.011
6 C -1.506 5.652 0.280
7 N -1.601 6.777 0.489
8 C -2.464 3.525 -0.543
9 C -2.339 2.180 -0.812
10 C -1.135 1.530 -0.523
11 S -0.948 -0.180 -0.794
12 C -3.702 4.191 -0.835
13 N -4.693 4.723 -1.065
14 H 0.634 4.162 0.718
15 H -3.166 1.637 -1.248
16 S 3.290 0.186 -4.584
17 C 2.776 -0.242 -3.199
18 N 2.388 -0.617 -2.106
19 N 1.853 -3.569 -1.003
20 C 1.274 -3.381 0.203
21 C 0.973 -4.486 1.021
22 C 0.387 -4.295 2.238
23 C 0.095 -2.993 2.670
24 C 0.392 -1.956 1.842
25 N 0.962 -2.133 0.611
26 H 2.098 -4.504 -1.277
27 H 2.250 -2.823 -1.551
28 H 1.220 -5.476 0.663
29 H 0.157 -5.144 2.867
30 H -0.356 -2.799 3.631
31 H 0.191 -0.934 2.121

***

No. 6
ORCA calculation (ωB97M-V/def2-TZVPD) on C14H9CdCl2I2NO2S as an isolated structure.

The calculation puts the frontier orbital gap at 4.59 eV. The charge is -2. The calculation puts the largest force on an atom at 0.75 eV Å⁻¹. The calculation puts the LUMO energy at 4.07 eV. For the highest occupied orbital energy, the calculation gives -0.5 eV. As for the electronic energy: -2825.8703 hartree.

Positions of all 32 atoms, in Å:
1 Cd 0.532 0.345 -0.874
2 I 4.699 0.608 -1.679
3 C 3.509 2.260 -1.098
4 I 2.389 3.087 -2.708
5 H 4.173 3.036 -0.749
6 H 2.792 1.914 -0.327
7 O -1.756 -0.377 -0.358
8 C -1.552 -0.842 -1.508
9 O -1.140 -0.164 -2.506
10 C -1.586 -2.337 -1.666
11 C -2.772 -3.052 -1.769
12 C -2.770 -4.439 -1.875
13 C -1.549 -5.104 -1.854
14 C -0.358 -4.395 -1.727
15 C -0.329 -2.991 -1.632
16 S 1.217 -2.156 -1.452
17 H -3.714 -2.508 -1.763
18 H -3.701 -4.989 -1.957
19 H -1.521 -6.187 -1.931
20 H 0.588 -4.923 -1.691
21 Cl 2.539 0.980 3.621
22 C 1.218 1.992 3.046
23 C 0.581 2.791 3.969
24 C -0.468 3.641 3.596
25 C -0.833 3.652 2.249
26 C -0.197 2.848 1.330
27 Cl -0.703 3.003 -0.348
28 C 0.880 1.891 1.621
29 N 1.521 1.087 0.807
30 H 0.906 2.748 5.004
31 H -0.974 4.266 4.323
32 H -1.620 4.315 1.904

***

No. 7
ORCA calculation (ωB97M-V/def2-TZVPD) on C14H9Cl5IrN4S as an isolated structure in a non-equilibrium geometry.

The calculation puts the frontier orbital gap (spin up / spin down) at 4.65 / 5.33 eV. The charge is +2. Its spin multiplicity is 2. The calculation puts the largest force on an atom at 4.19 eV Å⁻¹. The calculation puts the LUMO energy (spin up / spin down) at -10.19 / -9.52 eV. For the highest occupied orbital energy (spin up / spin down), the calculation gives -14.8 / -14.8 eV. As for the electronic energy: -3560.6743 hartree.

Positions of all 34 atoms, in Å:
1 Ir -0.345 0.784 -0.329
2 C 0.464 -3.107 -2.288
3 C 0.638 -1.898 -1.453
4 N -0.238 -1.516 -0.561
5 N -1.230 -2.210 -0.095
6 C -1.907 -1.728 0.926
7 N -2.821 -2.470 1.524
8 S -1.613 -0.111 1.570
9 C 1.816 -1.045 -1.497
10 C 2.995 -1.379 -2.167
11 C 4.104 -0.557 -2.045
12 C 4.015 0.589 -1.268
13 C 2.807 0.877 -0.646
14 N 1.749 0.091 -0.760
15 H -0.595 -3.279 -2.466
16 H 0.855 -3.990 -1.777
17 H 0.984 -3.007 -3.236
18 H -2.958 -3.437 1.266
19 H -3.309 -2.120 2.335
20 H 3.047 -2.271 -2.768
21 H 5.033 -0.814 -2.532
22 H 4.856 1.249 -1.139
23 H 2.704 1.753 -0.019
24 Cl -3.737 0.066 -1.071
25 C -2.678 0.200 -2.403
26 C -1.397 0.738 -2.208
27 C -0.631 0.962 -3.363
28 Cl 0.845 1.804 -3.186
29 C -1.038 0.544 -4.639
30 Cl -0.031 0.771 -5.996
31 C -2.289 -0.087 -4.785
32 Cl -2.776 -0.682 -6.303
33 C -3.142 -0.208 -3.670
34 Cl -4.699 -0.862 -3.867

***

No. 8
ORCA calculation (ωB97M-V/def2-TZVPD) on C14H9F5HfNO4S6 as an isolated structure in a non-equilibrium geometry.

The calculation puts the frontier orbital gap at 6.89 eV. The charge is -1. The calculation puts the largest force on an atom at 3.04 eV Å⁻¹. The calculation puts the LUMO energy at 2.34 eV. For the highest occupied orbital energy, the calculation gives -4.6 eV. As for the electronic energy: -3831.3340 hartree.

Positions of all 40 atoms, in Å:
1 Hf 1.363 0.449 0.506
2 S 1.993 -3.640 6.724
3 C 1.831 -2.856 5.298
4 S 3.111 -2.711 4.117
5 C 2.235 -1.733 2.956
6 C 0.947 -1.452 3.269
7 S -0.138 -0.507 2.293
8 S 0.355 -2.073 4.796
9 S 3.056 -1.201 1.523
10 C -4.596 -1.877 -2.358
11 C -3.209 -1.321 -2.242
12 C -2.685 -0.542 -3.269
13 C -1.388 -0.069 -3.211
14 C -0.607 -0.362 -2.106
15 C -1.115 -1.116 -1.063
16 C -2.413 -1.596 -1.136
17 S 1.145 0.019 -2.100
18 O 1.629 -0.182 -3.434
19 O 1.668 -0.916 -1.065
20 N 1.518 1.404 -1.438
21 C 0.580 2.483 -1.633
22 C -0.584 2.316 -0.628
23 O -1.647 2.865 -0.810
24 O -0.300 1.530 0.360
25 H -4.660 -2.529 -3.228
26 H -5.321 -1.076 -2.488
27 H -4.863 -2.452 -1.476
28 H -3.300 -0.325 -4.131
29 H -0.963 0.501 -4.022
30 H -0.487 -1.365 -0.208
31 H -2.796 -2.207 -0.332
32 H 0.176 2.518 -2.649
33 H 1.083 3.434 -1.437
34 F 2.473 3.295 0.516
35 C 2.679 2.083 1.161
36 F 4.027 1.818 0.980
37 C 2.412 2.326 2.631
38 F 2.601 1.178 3.310
39 F 1.096 2.606 2.758
40 F 3.093 3.284 3.265

***

Q: Which of these has the lowest electronic energy?
A: C14H8CrF5I2NO4S4Te

***

Q: The lowest electronic energy belongs to which entry?
A: C14H8CrF5I2NO4S4Te

***

Q: What is the largest force on an atom in the fourth record?
A: 4.15 eV Å⁻¹